{
  "formula": "C32H74Cl2N10O10",
  "method": "the ωB97M-V functional and the def2-TZVPD basis",
  "elements": ["Cl", "C", "C", "Cl", "H", "H", "H", "H", "C", "O", "N", "C", "C", "H", "H", "H", "H", "H", "H", "H", "C", "O", "N", "C", "C", "H", "H", "H", "H", "H", "H", "H", "C", "O", "N", "C", "C", "H", "H", "H", "H", "H", "H", "H", "C", "O", "N", "C", "C", "H", "H", "H", "H", "H", "H", "H", "C", "O", "N", "C", "C", "H", "H", "H", "H", "H", "H", "H", "C", "O", "N", "C", "C", "H", "H", "H", "H", "H", "H", "H", "C", "O", "N", "C", "C", "H", "H", "H", "H", "H", "H", "H", "C", "O", "N", "C", "C", "H", "H", "H", "H", "H", "H", "H", "C", "O", "N", "C", "C", "H", "H", "H", "H", "H", "H", "H", "C", "O", "N", "C", "C", "H", "H", "H", "H", "H", "H", "H"],
  "coordinates": [[-23.17523, -6.73069, 0.15548], [-24.53401, -6.72854, -0.98504], [-25.58001, -7.69725, -0.49440], [-26.33530, -7.10466, 1.02199], [-24.27825, -7.11705, -1.97519], [-24.93817, -5.73089, -1.00189], [-25.14476, -8.70953, -0.37696], [-26.38050, -7.74323, -1.22216], [-25.90555, -8.80726, -4.10107], [-24.69084, -8.74249, -4.01840], [-26.57929, -9.95992, -4.18594], [-27.98090, -9.93001, -4.52681], [-25.92683, -11.28788, -3.95510], [-26.59323, -7.91801, -4.33859], [-28.12941, -10.33945, -5.52980], [-28.28282, -8.87170, -4.51406], [-28.60323, -10.46172, -3.78842], [-26.24090, -11.88335, -4.82191], [-24.85603, -11.24218, -3.95810], [-26.35944, -11.68667, -3.02404], [-17.57832, -13.89534, -4.14670], [-17.85996, -14.84504, -4.88114], [-17.59020, -13.86871, -2.81490], [-17.04070, -12.72405, -2.08993], [-17.93015, -15.08875, -2.08999], [-17.52131, -12.87013, -4.55895], [-16.06143, -12.96831, -1.67671], [-17.72854, -12.33172, -1.34981], [-16.87800, -11.89794, -2.77470], [-18.73425, -15.67338, -2.60464], [-17.03304, -15.74749, -2.11239], [-18.29420, -14.88843, -1.10248], [-18.64534, -4.87462, -4.51123], [-19.18138, -4.14058, -3.65634], [-19.07999, -4.95005, -5.80211], [-18.36380, -5.79103, -6.73235], [-20.03547, -4.00573, -6.34515], [-17.85510, -5.57521, -4.18033], [-17.81364, -6.53464, -6.14656], [-17.64719, -5.19015, -7.33954], [-19.02519, -6.31110, -7.40856], [-20.83674, -3.93990, -5.63099], [-19.69887, -3.05027, -6.72138], [-20.52383, -4.52443, -7.17546], [-22.59535, -4.76183, -3.74111], [-23.17790, -4.00417, -3.00908], [-23.17853, -5.53279, -4.75236], [-24.60345, -5.45923, -4.96314], [-22.43302, -6.43754, -5.62620], [-21.50408, -4.90027, -3.63141], [-24.82600, -5.52344, -6.02225], [-24.89007, -4.48670, -4.63731], [-25.16944, -6.29039, -4.52462], [-21.39867, -6.47160, -5.24554], [-22.83288, -7.45596, -5.54999], [-22.46514, -6.16280, -6.66613], [-21.55806, -9.80092, -4.33394], [-21.17610, -10.39054, -5.36821], [-20.73645, -9.17185, -3.45924], [-21.30069, -8.24037, -2.50355], [-19.33474, -9.01548, -3.84385], [-22.64997, -9.75374, -4.14585], [-22.37283, -8.10004, -2.65497], [-20.77873, -7.32816, -2.77892], [-21.01872, -8.42320, -1.47114], [-18.72588, -9.81251, -3.44350], [-19.33393, -8.95738, -4.91044], [-18.81692, -8.17090, -3.40312], [-19.14014, -13.45755, -9.54229], [-19.85718, -13.97800, -10.39851], [-19.56470, -13.07922, -8.31386], [-18.65058, -12.56381, -7.30285], [-21.00294, -13.17955, -7.86980], [-18.04415, -13.32674, -9.70743], [-17.69027, -12.32182, -7.79295], [-18.58852, -13.36905, -6.55930], [-18.97748, -11.62744, -6.89228], [-21.14073, -14.10664, -7.30948], [-21.31441, -12.32073, -7.28644], [-21.64040, -13.37418, -8.73510], [-15.75988, -9.97333, -6.18858], [-16.88326, -9.47232, -6.31059], [-14.94543, -9.73391, -5.18649], [-13.74843, -10.52074, -5.02741], [-15.27580, -8.87113, -4.07765], [-15.28902, -10.66781, -6.89293], [-13.75479, -11.25512, -4.22151], [-12.88777, -9.91571, -4.74203], [-13.50951, -10.99357, -5.96543], [-14.41271, -8.19979, -3.92875], [-16.12166, -8.19756, -4.38708], [-15.59199, -9.45508, -3.21739], [-26.25103, -10.54633, -7.44125], [-27.37607, -10.95251, -7.66821], [-25.19845, -11.41249, -7.34289], [-23.91419, -10.93169, -6.82859], [-25.36537, -12.83475, -7.46145], [-26.06435, -9.48640, -7.23503], [-24.01620, -9.84287, -6.64246], [-23.03346, -11.03091, -7.44589], [-23.72703, -11.40607, -5.85572], [-25.39297, -13.38868, -6.50856], [-26.27892, -13.00820, -8.03956], [-24.59334, -13.23817, -8.12415], [-17.57832, -8.25522, -0.72441], [-16.82411, -8.98383, -1.32840], [-18.36889, -8.69144, 0.31310], [-18.32863, -10.08423, 0.67667], [-19.39604, -7.90342, 0.96279], [-17.77458, -7.19438, -1.00584], [-17.46210, -10.57252, 0.21470], [-19.21678, -10.66067, 0.40363], [-18.02944, -10.07694, 1.74034], [-19.10489, -7.67082, 2.03650], [-19.51516, -6.90508, 0.56686], [-20.35963, -8.40984, 0.93158], [-20.93575, -7.58392, -9.45779], [-21.35626, -7.00548, -8.51155], [-20.24618, -8.76316, -9.44393], [-19.74207, -9.34856, -10.65953], [-20.06671, -9.51470, -8.20797], [-20.99497, -7.18901, -10.47502], [-18.64618, -9.43330, -10.70507], [-20.07688, -8.82481, -11.55597], [-20.07193, -10.39705, -10.71097], [-20.55179, -9.03863, -7.36531], [-20.55182, -10.47582, -8.19297], [-18.98862, -9.60962, -8.02648]],
  "forces_ev_per_angstrom": [[0.454, 0.040, -0.210], [-0.579, -0.824, 0.163], [0.009, -0.206, 0.155], [0.086, -0.379, -0.088], [0.545, 0.499, 0.067], [0.080, 0.359, -0.311], [-0.363, 0.601, 0.267], [-0.172, -0.061, -0.158], [-0.371, 0.054, -1.517], [0.247, 0.599, 0.691], [0.558, -0.555, 0.653], [-0.478, 0.163, 0.199], [-1.900, 0.814, -0.623], [0.925, -0.725, 0.638], [-0.191, -0.022, 0.162], [-0.132, -0.428, -0.130], [0.272, 0.061, -0.254], [0.076, -0.254, 0.385], [0.381, 0.382, 0.286], [0.433, -0.138, -0.342], [-1.503, -0.025, -1.656], [0.577, 0.624, 1.068], [-0.214, -0.105, 1.027], [0.012, -0.188, -0.578], [0.404, -1.176, -1.331], [0.618, -0.081, -0.120], [-0.110, -0.023, 0.359], [-0.055, -0.286, 0.347], [-0.010, 0.029, -0.314], [0.680, 0.773, 0.101], [-0.602, 0.224, 0.527], [0.195, 0.310, 0.593], [-2.011, 1.299, 1.323], [1.069, -1.054, -1.388], [1.141, 0.123, 0.396], [1.074, 0.279, -0.022], [-1.129, -1.471, -0.254], [-0.056, 0.039, -0.631], [0.061, 0.025, -0.315], [-0.337, -0.420, 0.304], [-0.401, -0.114, -0.084], [-0.158, 0.784, 0.431], [0.553, 0.267, 0.366], [0.204, 0.057, -0.195], [0.190, -1.326, -1.199], [-0.758, 0.301, 0.242], [0.526, 0.257, 0.649], [0.250, -0.305, -0.494], [0.340, -0.213, 1.426], [-0.083, -0.162, -0.332], [0.159, 0.083, -0.412], [-0.761, 0.517, 0.556], [0.244, 0.332, 0.427], [-0.179, 0.030, -0.436], [-0.055, 0.090, 0.088], [0.083, 0.367, -0.311], [0.368, -0.776, -1.629], [-0.233, 0.692, 1.487], [-0.581, -0.444, -0.232], [0.720, 0.724, -0.534], [-0.185, -0.338, 0.630], [0.485, 0.223, 0.471], [0.150, -0.222, 0.176], [-0.413, 0.759, 0.338], [-0.252, -0.434, 0.155], [0.080, -0.763, -0.383], [0.607, -0.176, -0.708], [-0.655, 0.708, 0.078], [-0.921, -0.824, -0.315], [0.629, 0.638, 0.605], [-1.221, 0.888, 0.188], [0.402, -0.850, -0.724], [1.115, -1.237, -1.151], [-0.441, 0.146, 0.204], [-0.197, -0.492, 0.362], [0.548, 0.563, 0.179], [-0.495, 0.308, 0.407], [0.238, 0.151, 0.507], [0.204, 0.103, 0.029], [0.196, 0.584, -0.180], [-1.867, 0.522, -0.627], [0.894, -0.550, -0.291], [1.276, -0.209, 1.382], [0.825, 0.199, 0.217], [-0.835, 1.350, -0.852], [-0.364, -0.142, -0.447], [-0.690, -0.278, -0.033], [-0.050, 0.486, -0.277], [0.097, -0.355, -0.237], [-0.285, -0.464, 0.525], [0.668, -0.837, 0.310], [0.277, 0.282, 0.252], [-0.264, -1.676, 0.205], [-0.350, 0.427, -0.161], [1.090, 1.291, 0.348], [-0.813, 1.011, 0.926], [-0.528, -0.377, -1.207], [0.515, 0.027, -0.119], [0.094, -0.539, 0.031], [-0.096, -0.463, -0.523], [0.227, 0.075, -0.271], [0.062, 0.339, -0.220], [-0.095, -0.039, 0.512], [0.287, 0.005, 0.428], [-1.556, 0.014, 0.640], [0.519, 0.041, -0.276], [0.043, 0.435, -1.317], [1.624, -0.189, 0.773], [0.682, 0.643, 1.556], [0.242, -0.304, 0.267], [-0.302, 0.328, -0.280], [-0.128, 0.288, 0.405], [-0.912, -0.593, -0.096], [-0.434, -0.716, -0.960], [0.085, 0.112, -0.740], [0.004, -0.031, 0.071], [1.718, -1.753, -1.801], [-1.068, 1.177, 2.057], [-0.672, 0.387, 0.284], [0.224, -1.062, -0.191], [0.480, 0.584, 0.117], [-0.171, 0.183, -0.379], [-0.105, 0.424, 0.272], [-0.099, 0.075, 0.212], [-0.191, 0.241, -0.176], [0.195, 0.637, -0.015], [0.006, -0.606, -0.687], [-0.248, -0.169, 0.241]],
  "max_force_ev_per_a": 3.0,
  "smiles": "CN(C)C=O.CN(C)C=O.CN(C)C=O.CN(C)C=O.CN(C)C=O.CN(C)C=O.CN(C)C=O.CN(C)C=O.CN(C)C=O.CN(C)C=O.ClCCCl",
  "molar_mass_da": 829.9,
  "homo_ev": -8.88,
  "total_energy_ev": -94804.7659,
  "orbital_gap_ev": 9.1,
  "e_above_lowest_kcal_mol": 116.5,
  "e_lumo_ev": 0.25
}